This record from the Open Molecules 2025 dataset describes a cluster of 10 separate species, C20H60O10 in total in a non-equilibrium geometry. The level of theory is the ωB97M-V functional and the def2-TZVPD basis.

Output
E_LUMO ... 0.0054 hartree
SMILES ... CC(C)O.CC(C)O.CC(C)O.CC(C)O.CC(C)O.CO.CO.CO.CO.CO
Highest occupied orbital energy ... -9.8 eV

Geometry as XYZ:
```
90
C20H60O10 | the Open Molecules 2025 dataset | the ωB97M-V functional and the def2-TZVPD basis
C -6.200 -4.311 -4.330
C -6.570 -2.918 -4.017
C -5.842 -2.451 -2.704
O -6.233 -1.998 -5.053
H -5.124 -4.415 -4.194
H -6.391 -4.490 -5.388
H -6.621 -4.985 -3.583
H -7.612 -2.736 -3.752
H -4.774 -2.464 -2.921
H -6.165 -3.014 -1.828
H -6.045 -1.387 -2.583
H -6.136 -1.119 -4.680
C -4.612 3.760 0.691
C -4.143 4.526 -0.514
C -4.547 6.022 -0.575
O -2.717 4.543 -0.353
H -4.276 4.228 1.616
H -4.144 2.784 0.818
H -5.697 3.737 0.790
H -4.317 4.055 -1.482
H -4.077 6.597 -1.372
H -4.123 6.577 0.261
H -5.618 6.052 -0.374
H -2.391 4.497 -1.255
C 0.496 4.259 5.799
C -0.373 4.508 4.589
C -0.136 5.795 3.874
O -0.040 3.557 3.666
H 0.444 3.305 6.324
H 0.257 5.028 6.534
H 1.576 4.264 5.651
H -1.407 4.465 4.931
H -0.474 6.575 4.556
H -0.638 5.964 2.921
H 0.938 5.895 3.717
H -0.363 3.809 2.798
C 3.849 -7.598 -0.255
C 2.940 -6.807 -1.233
C 1.516 -6.528 -0.748
O 3.625 -5.638 -1.538
H 4.861 -7.778 -0.617
H 3.561 -8.648 -0.306
H 3.920 -7.234 0.770
H 2.887 -7.379 -2.159
H 0.801 -6.189 -1.498
H 1.435 -5.886 0.129
H 1.084 -7.517 -0.595
H 3.121 -4.934 -1.122
C 3.568 -1.191 5.890
C 3.747 -1.019 4.412
C 4.426 -2.139 3.666
O 2.413 -0.798 3.919
H 2.777 -1.878 6.189
H 3.360 -0.235 6.372
H 4.461 -1.471 6.448
H 4.406 -0.157 4.517
H 5.466 -1.978 3.950
H 4.428 -2.120 2.576
H 4.061 -3.129 3.940
H 2.245 0.142 4.014
C -2.614 -1.131 4.761
O -1.692 -2.053 4.269
H -2.156 -0.245 5.200
H -3.259 -0.852 3.927
H -3.192 -1.647 5.527
H -0.792 -1.803 4.050
C 0.148 3.576 -5.186
O 0.180 4.879 -4.641
H 0.897 3.135 -4.528
H -0.878 3.232 -5.056
H 0.436 3.471 -6.232
H 1.061 5.257 -4.687
C 0.374 -0.961 -0.893
O 1.429 -1.741 -0.394
H -0.225 -1.508 -1.621
H -0.308 -0.507 -0.173
H 0.867 -0.259 -1.564
H 1.803 -1.351 0.399
C 3.701 -1.774 -5.147
O 2.964 -0.656 -5.601
H 3.068 -2.631 -4.917
H 4.604 -2.056 -5.688
H 3.982 -1.477 -4.137
H 3.390 0.162 -5.333
C 5.273 2.857 -2.640
O 4.781 3.319 -3.921
H 4.958 1.816 -2.567
H 6.360 2.940 -2.623
H 4.942 3.385 -1.745
H 5.036 4.220 -4.135
```

This record from the Open Molecules 2025 dataset describes a structure of composition C34H38N11O2S4Y. The level of theory is the ωB97M-V functional and the def2-TZVPD basis.

Output
E_LUMO ... 0.1521 hartree
Net charge ... -2
Highest occupied orbital energy ... -0.8 eV

Geometry as XYZ:
```
90
C34H38N11O2S4Y | the Open Molecules 2025 dataset | the ωB97M-V functional and the def2-TZVPD basis
Y 0.636 -0.371 0.324
C 3.189 0.967 -5.974
C 2.164 0.603 -4.931
C 0.931 1.244 -4.876
C 0.051 0.928 -3.853
C 0.323 -0.016 -2.871
N -0.589 -0.181 -1.792
C -1.835 -0.563 -2.115
C -2.213 -1.058 -3.401
C -3.500 -1.424 -3.723
C -4.544 -1.376 -2.795
C -5.938 -1.833 -3.131
C -4.200 -0.949 -1.523
C -2.914 -0.548 -1.188
N -2.734 -0.090 0.154
C -3.617 0.617 0.881
C -3.194 0.621 2.191
C -2.008 -0.119 2.166
N -1.729 -0.541 0.937
C 1.577 -0.684 -2.932
C 2.463 -0.347 -3.970
N 1.970 -1.597 -1.980
C 3.170 -2.272 -1.867
C 3.132 -3.162 -0.874
C 1.806 -3.051 -0.186
N 1.059 -2.104 -0.984
H 2.738 1.547 -6.781
H 3.648 0.077 -6.413
H 3.993 1.566 -5.537
H 0.673 2.004 -5.605
H -0.897 1.451 -3.784
H -1.440 -1.135 -4.152
H -3.701 -1.784 -4.728
H -6.188 -1.605 -4.170
H -6.680 -1.338 -2.499
H -6.069 -2.912 -2.998
H -4.957 -0.935 -0.745
H -4.456 1.086 0.400
H -3.625 1.119 3.041
H -1.327 -0.321 2.976
H 3.437 -0.816 -4.002
H 4.000 -2.020 -2.506
H 3.956 -3.771 -0.538
H 1.279 -4.002 -0.063
N -0.581 2.787 1.242
C -0.502 4.241 1.143
C -1.684 4.912 0.443
C -1.529 5.011 -1.079
C -2.420 4.094 -1.904
N -2.509 2.755 -1.350
H -1.149 2.498 2.032
H 0.355 2.449 1.436
H 0.404 4.468 0.574
H -0.368 4.714 2.125
H -1.742 5.925 0.854
H -2.623 4.413 0.703
H -0.478 4.842 -1.333
H -1.759 6.029 -1.412
H -2.056 4.133 -2.942
H -3.433 4.516 -1.921
H -1.632 2.416 -0.959
H -2.826 2.077 -2.032
S 1.924 -2.359 1.580
S 1.995 1.945 -0.774
C 3.517 1.364 -1.185
N 4.571 0.970 -1.469
N 1.199 -3.186 8.468
C 0.819 -2.035 7.751
C -0.199 -2.106 6.800
C -0.584 -0.977 6.104
C 0.036 0.244 6.352
C 1.043 0.323 7.298
C 1.429 -0.811 8.001
S -0.410 1.647 5.367
O -1.856 1.686 5.344
O 0.301 2.768 5.952
N 0.071 1.248 3.937
C 1.359 1.285 3.572
S 2.667 1.920 4.550
C 3.792 1.459 3.323
C 3.138 0.909 2.284
N 1.767 0.811 2.409
H 1.020 -4.041 7.963
H 2.158 -3.158 8.779
H -0.674 -3.058 6.594
H -1.359 -1.035 5.351
H 1.525 1.276 7.469
H 2.222 -0.751 8.739
H 4.850 1.626 3.425
H 3.615 0.521 1.397
```

This record from the Open Molecules 2025 dataset describes a cluster of 2 separate species, C3H5Br2P in total in a non-equilibrium geometry. The level of theory is the ωB97M-V functional and the def2-TZVPD basis.

Output
E_LUMO (spin up / spin down) ... -0.0016 / -0.0366 hartree
Highest occupied orbital energy (spin up / spin down) ... -8.4 / -8.7 eV

Geometry as XYZ:
```
11
C3H5Br2P | the Open Molecules 2025 dataset | the ωB97M-V functional and the def2-TZVPD basis
C 0.109 -0.621 1.984
C 1.048 -0.320 1.053
C -0.070 0.170 -1.605
P 2.771 0.045 1.069
Br 2.733 1.964 -0.007
Br 3.561 -1.364 -0.407
H 0.209 -0.602 3.040
H -0.874 -0.977 1.814
H -0.843 0.017 -0.848
H 0.489 -0.663 -1.905
H 0.056 1.060 -2.151
```

This record from the Open Molecules 2025 dataset describes a cluster of 2 separate species, C2H5NO in total in a non-equilibrium geometry. The level of theory is the ωB97M-V functional and the def2-TZVPD basis.

Output
E_LUMO (spin up / spin down) ... 0.0222 / 0.0274 hartree
Highest occupied orbital energy (spin up / spin down) ... -7.9 / -8.4 eV

Geometry as XYZ:
```
9
C2H5NO | the Open Molecules 2025 dataset | the ωB97M-V functional and the def2-TZVPD basis
C 0.282 -0.650 1.625
C 0.558 -0.609 0.359
N -0.652 1.143 -1.538
O -0.201 1.193 -0.371
H 0.669 -1.558 2.162
H -0.015 0.285 2.235
H 0.774 -1.472 -0.335
H -1.410 0.408 -1.728
H -0.006 1.260 -2.408
```

This record from the Open Molecules 2025 dataset describes an isolated molecule of C4H8N2S in a non-equilibrium geometry. The level of theory is the ωB97M-V functional and the def2-TZVPD basis.

Output
E_LUMO ... 0.0184 hartree
SMILES ... C=S(C)(C)=NC#N
Highest occupied orbital energy ... -8.9 eV

Geometry as XYZ:
```
15
C4H8N2S | the Open Molecules 2025 dataset | the ωB97M-V functional and the def2-TZVPD basis
C -1.247 -1.563 -0.079
S -0.128 -0.322 -0.027
C -0.416 0.755 1.512
C -0.426 0.745 -1.429
N 1.356 -0.703 0.024
C 2.460 -0.098 -0.005
N 3.470 0.433 -0.064
H -1.157 -2.335 -0.852
H -1.250 -2.024 0.900
H 0.111 1.673 1.390
H -1.505 1.036 1.589
H -0.094 0.021 2.204
H 0.464 1.264 -1.680
H -0.353 -0.183 -2.005
H -1.285 1.300 -1.478
```

What are the energy above the lowest of the compared OMol25 structures with the same formula, charge and spin values for these records? In order: 4.9101 1.4727 3.9380 6.5152 5.8758 eV.
What are the energy values for these records? In order: -1550.15581 -3702.48033 -5606.55034 -208.98290 -664.71684 Ha.